Molecular formula: C5H6N
Method: DFT, ωB97M-V with the def2-TZVPD basis set

Last column: Mulliken charge in e.
CARTESIAN COORDINATES (ANGSTROEM)
1 C 2.560 -0.247 0.357  -0.081
2 H 2.008 1.081 -1.275  0.305
3 C 3.355 -0.773 1.158  0.169
4 H 0.441 0.507 -0.292  0.504
5 H -2.820 1.615 0.720  0.318
6 C -2.313 0.890 0.106  0.079
7 H 4.111 -1.429 1.558  0.408
8 H -2.518 -1.344 0.284  0.207
9 H -2.789 -0.746 -1.449  0.237
10 C 1.636 0.462 -0.411  -0.289
11 N -1.238 0.419 -0.327  -0.373
12 C -2.434 -0.436 -0.431  -0.484

The frontier orbital gap is 6.48 eV. Its LUMO energy is -7.7 eV. As for the maximum force: 3.7 eV/A. Its energy relative to the best compared isomer or geometry (same formula, charge and spin) is 166.1 kcal/mol. The charge is +1.

Molecular formula: C20H23N3O3
Method: DFT, ωB97M-V with the def2-TZVPD basis set

Last column: Mulliken charge in e.
CARTESIAN COORDINATES (ANGSTROEM)
1 H -2.127 -2.539 -0.316  0.403
2 H -4.266 3.346 4.091  0.271
3 H 1.595 -1.866 -2.681  -0.140
4 C -1.115 -0.738 2.077  0.787
5 H 0.337 1.884 -3.426  0.383
6 H 2.328 0.652 -4.357  0.314
7 C 1.647 0.758 -2.239  0.054
8 O -2.490 -1.169 -2.149  -0.660
9 H 0.540 -0.374 -5.063  0.416
10 N 1.674 0.122 1.787  -0.834
11 H -2.468 4.938 4.571  0.320
12 C -2.653 1.832 3.422  -0.012
13 O -0.464 -1.664 -1.239  -0.187
14 H -0.327 1.403 -1.769  0.363
15 H -1.104 -3.629 -1.127  0.546
16 C -0.404 2.629 3.209  -0.092
17 C -0.792 3.807 3.816  -0.820
18 C -3.128 3.029 3.948  -0.609
19 C -1.319 1.588 3.060  0.531
20 H 3.287 -1.567 0.595  0.347
21 H -3.386 0.981 3.221  0.307
22 C -1.102 -2.745 -0.577  -0.841
23 H -0.094 -1.888 -4.361  0.368
24 H 1.993 -2.471 -0.181  0.201
25 C 0.289 -0.920 -4.127  -1.198
26 H 1.692 0.054 -1.422  -0.238
27 C -0.650 -0.170 -3.201  0.744
28 H -0.041 4.609 3.933  0.346
29 C -0.380 -2.891 0.802  -1.493
30 C 2.357 -2.050 0.761  -1.429
31 C -2.123 3.960 4.245  -0.358
32 C 2.364 0.105 -3.351  -0.699
33 C 0.730 0.830 2.336  0.055
34 C 1.655 -1.222 -3.665  -0.191
35 H 3.458 -0.168 -2.983  0.296
36 H 2.045 1.704 -1.976  0.393
37 C 0.216 1.041 -2.654  -1.187
38 O -2.236 -1.165 2.361  -0.717
39 C -1.262 -1.036 -2.074  0.205
40 C -0.041 -1.645 1.464  0.076
41 C 1.275 -1.161 1.416  1.351
42 H 2.580 -2.812 1.409  0.572
43 H 1.752 2.407 3.114  0.321
44 H -1.130 -3.261 1.592  0.363
45 H 0.380 -3.646 0.603  0.347
46 N -0.636 0.485 2.474  0.230
47 H -1.494 0.292 -3.782  0.298
48 H 2.212 -1.705 -4.400  0.493
49 N 0.824 2.045 2.814  0.004

The structure (SMILES) is Cc1nc2[nH]c3ccccc3n2c(=O)c1CCOC(=O)C1CCCCC1. The frontier orbital gap is 8.61 eV. Its LUMO energy is 0.6 eV. As for the maximum force: 5.2 eV/A. Its energy relative to the best compared isomer or geometry (same formula, charge and spin) is 70.0 kcal/mol. The charge is 0.

Molecular formula: C23H24N4O7W
Method: DFT, ωB97M-V with the def2-TZVPD basis set

Last column: Mulliken charge in e.
CARTESIAN COORDINATES (ANGSTROEM)
1 C -0.037 0.746 -3.671  0.511
2 H -0.451 2.331 -5.066  0.269
3 C -2.772 -0.720 2.777  -0.229
4 H -2.521 1.003 -1.903  0.390
5 N 0.366 -1.933 1.334  -1.536
6 C 1.222 0.263 -3.491  0.167
7 H 3.267 0.576 -4.018  0.304
8 H 2.457 -4.720 -0.373  0.399
9 O -1.593 -1.267 0.307  -0.851
10 C -1.103 4.448 3.147  -0.686
11 C 0.579 -3.706 -3.706  -1.537
12 H -3.371 -0.725 1.877  0.442
13 C 1.224 3.116 2.428  -0.447
14 C -1.153 3.477 2.148  0.409
15 C 0.024 2.805 1.785  -0.294
16 C 1.963 -2.432 -1.915  -0.286
17 C -2.495 -0.279 5.123  -0.344
18 H -2.019 4.958 3.414  0.455
19 C -1.448 -1.135 2.697  0.336
20 H -0.543 -0.673 5.926  0.394
21 C 0.006 1.750 0.772  1.602
22 C -0.606 1.255 -4.959  -1.585
23 O 2.489 -1.102 -2.094  -0.442
24 N -0.788 0.648 -2.525  0.487
25 N 1.416 -0.149 -2.179  0.198
26 H -0.140 0.758 -5.808  0.440
27 H 1.742 -4.127 1.154  0.387
28 H 0.840 -4.664 -3.246  0.367
29 H -2.221 2.572 0.873  0.445
30 H 2.737 -3.095 -2.300  0.687
31 N 0.797 -1.938 0.022  0.821
32 W -0.058 -0.247 -0.911  1.424
33 H 0.119 5.501 4.538  0.387
34 O -2.343 3.245 1.569  -0.686
35 H 2.112 2.573 2.133  0.457
36 C 1.269 4.080 3.412  -0.719
37 C -1.171 -0.692 5.044  -0.714
38 C -0.883 -1.495 1.373  0.614
39 H -2.901 0.063 6.067  0.409
40 H 2.518 -0.753 -4.893  0.207
41 H 2.120 0.915 -5.317  0.466
42 O -0.359 -2.024 -2.339  -0.556
43 C 0.093 4.743 3.766  -0.325
44 H 0.385 -1.431 3.748  0.459
45 H 3.314 -3.528 0.610  0.296
46 H -0.418 -3.764 -4.132  0.382
47 C -3.295 -0.295 3.988  -0.696
48 C -0.647 -1.120 3.836  -0.200
49 H 1.317 -3.518 -4.490  0.350
50 C 2.339 0.247 -4.487  -1.498
51 H -1.676 1.070 -4.991  0.425
52 C 0.646 -2.640 -2.669  0.893
53 O -2.174 0.788 -2.778  -0.515
54 C 1.668 -2.739 -0.457  0.782
55 C 2.324 -3.854 0.277  -1.539
56 H -4.325 0.033 4.046  0.394
57 O -1.050 1.456 0.117  -1.180
58 H 2.203 4.315 3.903  0.412
59 O 1.010 1.030 0.504  -1.002

The frontier orbital gap is 6.26 eV. Its LUMO energy is -0.3 eV. As for the maximum force: 0.6 eV/A. Its energy relative to the best compared isomer or geometry (same formula, charge and spin) is 54.8 kcal/mol. The charge is 0.

Molecular formula: C14H22BrN3O3Rh
Method: DFT, ωB97M-V with the def2-TZVPD basis set

Last column: Mulliken charge in e.
CARTESIAN COORDINATES (ANGSTROEM)
1 N -0.740 2.614 0.256  -0.214
2 H 1.955 -3.936 4.450  0.312
3 H -2.507 6.100 0.374  0.540
4 H 1.006 -0.955 -4.854  0.393
5 H 0.010 -3.357 -1.210  0.577
6 H 3.217 -1.467 4.082  0.380
7 C 1.728 -3.758 3.404  -0.900
8 O 0.716 -0.578 2.024  -0.892
9 O -0.153 -0.197 -1.529  -0.824
10 C -0.726 4.995 -0.222  0.703
11 C 0.187 -0.591 -4.238  -0.980
12 H -0.530 -2.916 -4.872  0.395
13 O -0.531 -2.015 0.283  -0.418
14 C 0.842 -1.834 2.208  0.608
15 N 1.490 -2.315 3.227  0.064
16 H 1.888 -1.769 5.209  0.350
17 H -0.339 -3.560 1.641  0.384
18 N -0.173 -1.635 -3.267  0.080
19 Rh -0.382 0.333 0.504  1.195
20 H -1.194 -3.502 -3.357  0.385
21 H 0.884 3.526 -0.604  0.461
22 H 1.098 -3.259 0.647  0.538
23 H -0.621 6.629 -1.544  0.400
24 C -0.648 -2.504 -1.049  -0.947
25 C 0.268 -2.785 1.177  -0.664
26 H 0.561 -3.590 -3.662  0.360
27 H 0.092 6.917 0.004  0.398
28 H 0.492 0.310 -3.722  0.305
29 H -0.666 -0.378 -4.880  0.370
30 H 0.971 5.893 -1.175  0.394
31 H 0.851 -4.345 3.150  0.350
32 H -3.661 4.092 1.266  0.460
33 C -2.670 4.031 0.834  -0.500
34 Br -2.763 1.193 1.291  0.146
35 H 2.579 -4.089 2.808  0.364
36 C 2.136 -1.424 4.208  -0.936
37 H 1.795 -0.407 4.075  0.295
38 H -1.676 -2.826 -1.229  0.393
39 C -2.029 5.128 0.343  -0.249
40 C -0.120 3.668 -0.219  -0.495
41 C -0.007 6.138 -0.771  -1.318
42 C -1.988 2.793 0.746  0.817
43 C -0.342 -2.997 -3.806  -1.011
44 C -0.300 -1.372 -1.999  0.928

As for the spin multiplicity: 5. The frontier orbital gap (alpha / beta) is 8.20 / 4.43 eV. Its LUMO energy (alpha / beta) is -10.3 / -14.0 eV. As for the maximum force: 1.3 eV/A. Its energy relative to the best compared isomer or geometry (same formula, charge and spin) is 4.7 kcal/mol. The charge is +3.

Molecular formula: C2H3N3O
Method: DFT, ωB97M-V with the def2-TZVPD basis set

Last column: Mulliken charge in e.
CARTESIAN COORDINATES (ANGSTROEM)
1 H 2.213 0.548 0.360  0.224
2 N -0.657 -0.346 -0.230  0.184
3 N 1.296 0.132 0.321  0.164
4 N 0.654 -0.248 1.479  -0.532
5 C 0.514 0.062 -0.737  -0.152
6 C -0.592 -0.563 1.150  -0.284
7 H -2.411 -0.006 0.091  0.403
8 O -1.838 0.215 -0.670  -0.399
9 H 0.823 0.207 -1.764  0.393

The frontier orbital gap is 9.44 eV. Its LUMO energy is 0.5 eV. As for the maximum force: 1.3 eV/A. Its energy relative to the best compared isomer or geometry (same formula, charge and spin) is 107.7 kcal/mol. The charge is 0.

Molecular formula: C5H7NO2
Method: DFT, ωB97M-V with the def2-TZVPD basis set

Last column: Mulliken charge in e.
CARTESIAN COORDINATES (ANGSTROEM)
1 C 0.541 -0.784 0.095  -0.209
2 O 0.554 1.485 -0.748  -0.394
3 H -3.191 0.142 -0.922  0.236
4 H -0.814 2.647 -1.064  0.482
5 H -3.000 -0.250 0.804  0.275
6 H 2.558 1.459 -0.691  0.374
7 C -1.554 0.870 -0.107  -0.030
8 H 0.411 -2.862 0.774  0.232
9 C 1.059 -1.874 0.853  -0.953
10 H 1.051 -1.646 1.903  0.229
11 C -0.705 1.719 -0.636  -0.120
12 H 2.068 -2.057 0.522  0.314
13 O 2.546 0.557 -0.511  -0.510
14 C 1.219 0.291 -0.252  0.459
15 N -2.742 0.302 -0.020  -0.384

The frontier orbital gap (alpha / beta) is 7.68 / 7.52 eV. Its LUMO energy (alpha / beta) is 0.3 / 0.2 eV. As for the maximum force: 4.4 eV/A. Its energy relative to the best compared isomer or geometry (same formula, charge and spin) is 144.8 kcal/mol. The charge is 0.

Molecular formula: C3H6BrNO2S
Method: DFT, ωB97M-V with the def2-TZVPD basis set

Last column: Mulliken charge in e.
CARTESIAN COORDINATES (ANGSTROEM)
1 H -0.159 0.755 1.947  0.364
2 O -0.496 -1.355 1.440  -0.699
3 C 1.191 -0.203 0.648  0.220
4 C -0.534 -0.904 -1.384  -0.496
5 N 0.626 -1.376 0.930  0.858
6 O 1.107 -2.430 0.557  -0.657
7 H 0.260 -1.418 -1.853  0.360
8 H -0.718 0.036 -1.830  0.380
9 S -1.740 -1.587 -0.525  0.009
10 H -0.014 1.460 0.579  0.312
11 C 0.608 1.013 1.233  -1.159
12 H 1.384 1.618 1.642  0.361
13 Br 2.840 -0.215 -0.304  -0.077
14 H -1.273 -2.792 -0.282  0.224

The frontier orbital gap (alpha / beta) is 7.03 / 7.05 eV. Its LUMO energy (alpha / beta) is -1.1 / -1.0 eV. As for the maximum force: 3.9 eV/A. Its energy relative to the best compared isomer or geometry (same formula, charge and spin) is 94.2 kcal/mol. The charge is 0.

Molecular formula: C4H9O3
Method: DFT, ωB97M-V with the def2-TZVPD basis set

Last column: Mulliken charge in e.
CARTESIAN COORDINATES (ANGSTROEM)
1 H -0.884 0.522 2.953  0.298
2 C 0.396 1.122 -1.543  -0.892
3 C 0.897 -0.329 -1.875  -0.308
4 O -1.760 -1.766 2.156  -0.713
5 O 0.295 -1.665 1.308  -0.752
6 H -0.654 1.265 -1.335  0.293
7 H 0.877 1.374 -0.581  0.210
8 H -1.995 0.576 1.546  0.212
9 C -0.972 0.420 1.871  -0.840
10 H -0.161 1.038 1.518  0.252
11 H 1.736 -0.237 -2.578  0.352
12 H -0.104 -0.783 -1.994  0.230
13 H 0.815 1.908 -2.228  0.294
14 O 1.501 -0.961 -0.780  -0.568
15 H 0.796 -1.345 -0.122  0.345
16 C -0.783 -1.141 1.686  0.586

The frontier orbital gap is 8.37 eV. Its LUMO energy is 4.0 eV. As for the maximum force: 2.6 eV/A. Its energy relative to the best compared isomer or geometry (same formula, charge and spin) is 31.7 kcal/mol. The charge is -1.